Below is a molecular structure, C19H26O6 at a distorted geometry, with properties calculated with ωB97M-V/def2-TZVPD.

XYZ file:
```
51
Properties=species:S:1:pos:R:3:forces:R:3:mulliken_charge:R:1
C 1.269 2.579 -0.132 -4.305 -0.378 -2.136 -0.11
O -1.240 1.406 1.835 6.476 -1.288 -4.792 -0.61
C 2.876 -3.006 -1.287 -4.406 8.461 -3.071 -2.02
H 2.812 4.661 -1.506 -0.045 0.766 2.185 0.25
H -3.322 -3.292 0.049 0.185 -0.380 0.688 0.49
H -4.220 1.062 1.280 6.127 5.458 5.809 0.56
H 1.432 -3.512 -3.608 -0.314 -0.850 2.694 0.25
C 1.061 -3.955 -2.519 -4.175 -4.984 -13.906 -1.05
C 2.587 5.245 -0.499 2.382 2.091 -3.941 -1.07
C 2.234 4.323 0.626 1.772 2.848 -1.309 -0.35
H 3.315 -3.801 -1.204 5.242 -9.033 -0.208 0.79
C -0.049 1.824 -0.390 3.826 -3.025 4.671 0.72
O 0.603 -1.834 -1.332 9.726 -2.729 -2.277 -0.39
C -0.578 -1.830 -1.055 1.214 9.300 -1.604 0.84
H 3.214 -2.521 -0.448 -0.296 1.637 2.424 0.43
H 0.602 1.259 4.032 -3.785 5.960 1.697 0.52
O 0.979 3.768 0.395 0.903 -1.841 0.118 -0.33
C -2.121 -0.172 -0.519 -8.037 2.107 -0.631 0.40
C 0.023 0.655 -1.270 -11.375 5.901 -3.658 -2.73
H 3.166 -2.337 -2.126 0.312 -0.900 0.226 0.33
H -0.843 2.402 -0.517 -3.221 2.804 -0.600 1.11
O -5.405 -1.904 0.579 6.604 5.414 -2.128 -0.65
H 2.102 4.873 1.454 -0.431 2.191 3.145 0.53
O 2.313 2.190 -0.486 2.337 -1.106 -0.433 -0.51
C -4.709 0.495 0.758 -7.618 -4.439 -10.196 -1.48
H 1.153 -1.360 2.523 0.890 -0.881 -0.037 0.53
H -5.781 0.609 0.961 0.276 -0.926 0.866 0.39
H -0.519 1.117 -2.242 2.361 -0.768 0.939 0.10
H -1.012 -3.905 -0.410 -0.149 2.969 -2.558 0.17
C 1.450 -3.318 -1.477 0.417 7.532 8.348 0.77
C 0.969 0.449 3.711 9.318 -8.850 -1.041 -1.24
H -0.605 -0.677 2.872 3.203 0.247 -2.265 0.18
C -4.356 -0.939 0.297 -7.048 -3.276 3.612 0.49
H 1.452 -5.004 -2.538 -0.273 0.711 0.151 0.36
H 1.171 -0.345 4.652 -0.933 2.162 -2.371 0.24
H 3.603 5.994 -0.345 -2.992 -2.332 -0.086 0.28
H -2.790 0.784 -0.658 2.169 -1.086 0.834 -0.02
C -0.236 1.196 1.007 -4.021 -0.569 5.154 0.12
H 2.139 0.669 3.432 -2.228 0.247 1.162 0.21
H 0.983 -3.732 -0.652 -0.377 -0.976 2.251 0.19
H -4.920 1.168 -0.319 1.268 -1.706 2.389 0.27
C 0.692 -0.416 2.469 -6.513 -0.365 5.840 -0.33
O 0.867 0.171 1.304 -3.022 4.062 -3.439 -0.16
C -3.068 -1.252 -0.230 1.234 -0.048 1.621 -0.02
C -1.338 -2.790 -0.936 -8.139 -10.847 7.699 0.00
C -2.584 -2.523 -0.111 0.266 0.303 -4.725 -1.07
H 0.829 0.279 -1.385 10.425 -4.161 -1.836 1.54
H 3.125 3.754 0.804 -0.342 -1.350 0.086 0.34
C -0.996 -0.358 -1.096 2.146 -3.869 1.779 0.13
H 1.762 5.901 -0.909 0.634 -0.421 1.205 0.30
H -0.090 -4.051 -2.840 2.338 0.212 1.654 0.30
```
Positions in Å, forces in eV/Å.

Summary:
relative energy (zero: lowest compared OMol25 entry of this formula, charge and spin) = 1704.6 kJ/mol
E = -1190.42960 Eh
net charge = 0
E_HOMO = -0.306 Ha
multiplicity = 1

---

Below is a molecular structure, C19H27AsBeF4N2S2Te at a distorted geometry, with properties calculated with ωB97M-V/def2-TZVPD.

XYZ file:
```
57
Properties=species:S:1:pos:R:3:forces:R:3:mulliken_charge:R:1
Te 2.397 0.628 0.406 -0.098 -0.011 0.563 0.09
H 2.940 2.218 -4.843 -0.425 0.361 -0.146 0.40
H 0.366 -3.888 2.049 -0.677 0.347 -0.351 0.26
H 0.262 -4.493 -0.150 0.516 -1.569 -0.792 0.29
C -0.152 0.497 4.417 2.294 -0.328 -0.432 0.36
H -0.878 1.548 -2.477 -0.032 0.503 0.348 -0.07
N 1.149 -2.607 -0.582 -1.477 0.421 -0.065 0.34
C 0.877 -2.156 -1.998 -0.708 -1.276 0.438 -0.63
C -0.268 -1.123 -2.156 -0.199 -2.702 1.069 -0.60
H -3.044 4.858 -1.399 -0.461 -0.449 0.700 0.33
H -0.336 2.395 0.654 -0.404 0.914 0.357 0.00
C 0.335 -0.453 3.512 0.883 0.426 0.040 0.06
H -0.157 -0.423 -1.360 0.043 1.197 0.315 -0.17
H -4.636 3.951 -1.256 1.264 -0.452 -0.440 0.34
H -0.850 4.169 0.353 0.221 -0.306 -0.106 0.38
C 3.021 -3.728 0.774 0.645 0.261 -0.119 -1.18
H -1.785 1.414 5.391 -0.305 0.274 -0.086 0.53
S -3.250 0.628 -0.160 -0.033 -0.164 0.042 -0.45
H -1.725 3.213 1.548 0.113 -0.240 0.290 0.41
H -1.368 -3.621 1.463 0.765 0.426 0.533 0.38
C 1.860 2.887 -1.745 -0.715 -0.721 0.730 -0.39
H 3.152 -2.212 -0.810 -0.362 -1.299 0.175 0.25
C 2.560 2.255 -3.831 0.309 0.560 -0.824 -0.45
H 2.522 -4.637 1.109 -0.019 -0.183 -0.467 0.32
C 1.945 3.251 -3.118 0.239 0.159 0.141 -0.48
C -0.305 -3.269 1.395 0.023 -0.061 -0.305 -0.06
N -0.068 -1.860 1.570 1.318 0.687 -1.036 1.11
H -1.159 3.268 -2.845 0.189 0.524 0.319 0.39
H 0.721 -3.094 -2.627 0.312 1.223 0.517 0.23
C 0.025 -3.473 -0.070 0.447 -0.029 -0.004 -1.22
H -1.301 -1.551 -2.010 1.094 0.397 -0.548 0.27
H 1.573 4.241 -3.470 0.553 -1.076 0.040 0.39
H 1.388 3.609 -1.049 0.432 -0.894 -0.138 0.37
H -0.074 -0.725 -3.118 -0.412 0.863 -0.879 0.56
S 3.003 0.926 -2.897 -0.554 -0.161 1.196 -0.07
C 2.541 -3.138 -0.575 0.190 0.020 -0.082 -0.15
C -1.482 0.774 4.582 0.951 -0.695 1.232 -0.59
C -2.318 -0.119 3.955 0.169 0.524 -0.861 0.27
C -1.829 -0.989 3.003 -1.557 -1.258 -1.100 0.32
C -0.489 -1.213 2.694 -0.384 1.483 0.900 -0.43
H 2.856 -3.032 1.600 -0.032 0.333 -0.191 0.24
C -3.602 4.077 -0.832 -1.024 -0.541 -0.169 -1.12
Be 0.934 -1.227 0.379 -0.675 -0.541 1.678 -0.77
F 1.696 -0.537 3.374 -0.845 -0.091 0.041 -0.38
H -3.950 4.369 0.172 1.047 0.187 -0.032 0.36
H -2.373 2.074 -3.021 -1.616 -0.444 -1.272 0.47
F -2.730 -1.645 2.198 0.375 0.392 0.820 -0.36
F -3.619 0.031 4.134 -0.849 -0.263 -0.065 -0.31
C -1.592 2.385 -2.409 1.447 -0.806 0.168 -0.82
As -2.411 2.432 -0.693 -0.650 2.154 0.624 0.59
F 0.862 1.101 5.110 -1.197 0.185 -0.104 -0.31
H 1.817 -1.679 -2.197 0.271 0.299 -0.989 0.48
C 2.290 1.581 -1.440 0.027 1.627 -1.357 -0.05
H 4.131 -3.908 0.765 -1.112 0.067 -0.245 0.37
H 2.554 -3.853 -1.445 0.536 0.388 0.925 0.32
C -1.154 3.156 0.629 0.048 -0.887 -0.813 -0.87
H -0.870 -3.279 -0.653 0.098 0.242 -0.180 0.45
```
Positions in Å, forces in eV/Å.

Summary:
E = -4564.06477 Eh
net charge = 0
E_HOMO = -0.286 Ha
multiplicity = 1

---

Below is a molecular structure, C19H27BNO2PPd at a distorted geometry, with properties calculated with ωB97M-V/def2-TZVPD.

XYZ file:
```
52
Properties=species:S:1:pos:R:3:forces:R:3:lowdin_spin:R:1
H 1.878 0.929 -1.878 -0.138 0.268 0.149 0.00
C -1.150 0.513 -1.450 0.434 0.364 -0.610 0.23
C 0.803 -2.759 -3.345 0.261 0.068 -0.110 0.00
H 1.213 -2.926 3.971 -0.144 0.068 0.180 0.00
H -0.481 -1.503 0.116 -0.041 -0.002 -0.207 0.02
C -1.628 -1.073 3.675 0.622 -0.499 0.616 0.01
H 1.141 -1.736 -3.603 -0.201 -0.220 -0.157 0.00
C 0.886 4.379 -0.383 0.448 0.498 -0.327 0.04
H 1.469 4.882 -1.168 -0.108 0.143 0.308 0.01
H -2.508 -2.202 -2.968 0.105 0.279 -0.071 0.00
C -0.548 -3.152 -1.270 0.394 0.081 0.192 0.00
H -2.079 -2.193 -0.095 0.064 0.051 -0.035 0.00
C -1.832 1.049 -3.700 0.303 0.074 -0.044 0.01
B -0.751 0.083 1.999 0.077 -1.815 1.946 0.29
H -3.350 -1.087 4.945 0.176 -0.049 0.086 0.00
H -2.843 -0.527 -4.774 0.109 0.089 0.221 0.00
H 1.461 4.354 0.551 -0.105 0.102 -0.195 0.00
H 0.119 2.504 1.499 0.505 1.827 0.508 0.10
H 2.655 -2.226 -1.694 -0.169 -0.050 0.302 0.00
H 2.366 -3.845 -1.014 0.114 0.184 0.075 0.00
H -1.916 1.787 -4.496 -0.015 -0.233 -0.013 0.00
H -1.241 -3.598 -1.998 0.139 -0.029 0.323 0.00
C 2.060 1.946 -1.511 0.495 0.409 -0.094 0.02
H 2.469 2.566 -2.319 0.161 -0.197 0.111 0.01
P 0.538 2.693 -0.890 0.252 -0.437 -1.012 0.17
H 0.114 3.007 -3.239 -0.271 -0.070 0.001 0.00
C -0.524 2.755 -2.380 0.098 0.732 0.209 0.02
H -0.177 -2.939 -3.810 0.424 0.079 0.075 0.00
O 0.206 -0.903 2.372 -0.400 0.568 -0.451 0.05
C 0.225 -2.541 4.211 -0.066 -0.119 0.040 0.00
C -2.150 -1.178 -2.840 0.244 0.227 0.236 0.01
H 1.546 -3.463 -3.762 -0.237 0.121 -0.145 0.00
C -2.331 -0.243 -3.854 -0.133 0.041 0.064 0.00
H -1.235 3.584 -2.239 0.035 -0.193 -0.111 0.00
H -2.333 -2.805 6.471 0.229 0.112 -0.217 0.00
C -0.498 -2.954 5.340 -0.013 -0.112 -0.134 0.00
H 1.722 -2.417 -0.163 0.156 0.011 -0.289 0.00
C -1.772 -2.449 5.606 -0.060 -0.054 -0.148 0.00
H -0.054 4.919 -0.212 0.255 -0.168 -0.032 0.00
C -1.174 -1.884 -0.640 -0.190 -0.679 0.412 0.02
C -2.360 -1.496 4.763 -0.119 -0.107 -0.001 0.00
C -1.494 -0.822 -1.644 -0.666 -0.058 -0.785 0.04
N 0.710 -2.929 -1.929 -0.324 0.211 0.025 0.00
H -0.051 1.977 2.014 -0.066 0.118 1.216 0.09
C 1.918 -2.844 -1.159 -0.081 -0.254 0.009 0.00
H -0.354 -3.883 -0.464 -0.415 0.079 -0.153 0.00
H 2.760 1.902 -0.670 0.084 -0.062 -0.259 0.00
C -1.190 1.412 -2.512 -0.732 -0.358 -0.752 0.03
C -0.361 -1.595 3.399 -0.371 0.063 0.805 0.01
H -0.057 -3.688 6.015 -0.147 0.189 -0.197 0.00
Pd -0.663 1.274 0.411 -1.312 -1.622 -0.778 0.75
O -1.892 -0.041 2.833 0.340 0.332 -0.782 0.06
```
Positions in Å, forces in eV/Å.

Summary:
E = -1439.40713 Eh
net charge = 0
E_HOMO (spin up / spin down) = -0.189 / -0.270 Ha
multiplicity = 3

---

Question: Number 2 is which compound?
Answer: C19H27AsBeF4N2S2Te

---

Question: The highest multiplicity belongs to which entry?
Answer: C19H27BNO2PPd

---

Question: Look up the net charge of the second one.
Answer: 0